Record 1
Entry from the Open Molecules 2025 dataset: C27H34MoN8O5S2 as an isolated structure (ωB97M-V with the def2-TZVPD basis set).

Structure (XYZ):
```
77
Properties=species:S:1:pos:R:3:forces:R:3
Mo 1.005 0.210 0.927 0.07 -0.13 0.13
C -1.439 1.202 2.793 0.02 -0.05 0.03
C -1.321 -0.292 2.963 -0.04 0.07 0.03
N 0.105 -0.663 2.799 -0.01 0.03 -0.05
C 0.967 -0.432 3.990 0.02 0.01 0.03
C 1.505 0.986 4.154 0.00 0.01 -0.04
S 2.054 1.804 2.602 -0.01 0.04 0.00
C 0.914 3.227 2.502 0.02 -0.01 0.01
C -0.261 2.977 1.559 -0.02 0.02 0.00
N -0.695 1.565 1.569 0.05 -0.01 -0.04
H -1.024 1.737 3.646 0.00 0.00 0.00
H -2.484 1.500 2.694 0.01 0.02 0.00
H -1.882 -0.793 2.172 -0.01 0.00 -0.01
H -1.704 -0.623 3.930 0.00 -0.02 -0.01
H 0.134 -1.668 2.635 0.02 -0.01 0.00
H 1.801 -1.123 3.908 -0.01 0.00 0.00
H 0.413 -0.694 4.896 0.00 -0.01 -0.01
H 2.377 0.953 4.805 -0.01 0.00 0.01
H 0.786 1.656 4.617 0.01 0.00 0.01
H 1.506 4.070 2.149 -0.01 0.01 0.02
H 0.609 3.457 3.522 0.00 0.00 0.00
H 0.016 3.219 0.536 0.00 0.00 -0.01
H -1.096 3.626 1.838 -0.01 0.00 -0.02
H -1.356 1.443 0.781 -0.02 -0.02 0.05
C 4.892 -0.219 0.387 0.01 -0.01 0.03
C 3.953 0.320 -0.627 -0.01 0.03 0.00
N 2.645 0.558 -0.513 0.05 0.03 -0.03
C 2.230 1.070 -1.719 0.03 -0.04 -0.03
C 3.276 1.143 -2.578 -0.04 -0.01 -0.03
N 4.343 0.670 -1.866 -0.02 0.00 0.03
C 3.453 1.588 -3.991 -0.03 0.05 -0.01
O 2.378 2.038 -4.609 0.09 -0.01 -0.03
O 4.544 1.515 -4.483 0.03 -0.02 -0.01
C 0.815 1.422 -1.816 -0.04 0.05 0.02
O 0.290 1.866 -2.815 -0.02 -0.01 0.00
O 0.207 1.216 -0.673 -0.07 0.00 -0.05
H 4.699 0.229 1.359 0.00 -0.01 0.01
H 5.918 -0.004 0.094 0.00 0.00 0.00
H 4.776 -1.299 0.481 0.00 0.00 0.00
H 5.277 0.616 -2.257 0.01 0.00 0.01
H 1.575 2.028 -4.040 -0.06 -0.01 0.02
O 2.358 -1.069 1.528 -0.04 0.11 -0.07
C 2.335 -2.399 1.729 0.01 -0.05 0.05
C 3.277 -2.938 2.608 -0.02 0.01 -0.03
C 3.303 -4.294 2.866 0.00 0.01 0.00
C 2.380 -5.142 2.259 -0.02 0.00 -0.01
C 1.452 -4.618 1.386 0.01 0.01 0.00
C 1.416 -3.247 1.094 0.02 0.01 0.01
C 0.464 -2.723 0.120 0.00 -0.05 0.04
N 0.114 -1.444 -0.068 0.08 -0.16 -0.05
C -0.834 -1.418 -1.081 -0.06 -0.03 -0.04
C -1.049 -2.686 -1.498 -0.04 0.08 -0.01
N -0.230 -3.488 -0.737 0.02 0.06 0.00
H 3.991 -2.267 3.071 0.00 0.00 0.00
H 4.040 -4.695 3.549 0.00 0.00 0.00
H 2.388 -6.201 2.472 0.00 0.00 0.00
H 0.730 -5.287 0.934 0.00 -0.01 0.00
H -1.315 -0.514 -1.412 0.00 0.00 0.00
H -1.712 -3.080 -2.248 0.02 -0.02 0.02
H -0.127 -4.485 -0.838 0.00 0.00 0.00
C -6.817 2.493 -3.116 -0.02 0.01 0.00
C -5.556 1.717 -2.955 0.09 -0.05 -0.05
C -4.829 1.170 -3.976 0.00 0.01 0.10
C -3.648 0.479 -3.650 -0.01 0.04 -0.10
N -3.227 0.324 -2.402 0.02 -0.02 0.04
C -3.932 0.860 -1.399 0.05 0.21 0.02
S -3.495 0.765 0.234 -0.06 -0.07 0.01
N -5.076 1.550 -1.701 -0.08 -0.05 -0.01
C -2.787 -0.092 -4.728 -0.06 -0.02 -0.04
H -7.161 2.449 -4.145 -0.01 0.01 0.00
H -6.651 3.539 -2.850 0.00 0.00 0.00
H -7.600 2.101 -2.466 0.00 -0.01 0.00
H -5.156 1.271 -4.999 0.00 0.00 -0.01
H -5.580 1.935 -0.912 0.01 0.00 0.00
H -3.355 -0.289 -5.635 0.01 0.01 0.01
H -2.308 -1.006 -4.386 0.02 0.00 0.02
H -2.001 0.627 -4.969 0.02 0.02 0.02
```
Forces are in eV/Å.

Properties
HOMO energy (spin up / spin down), eV: -12.94 / -12.94
Kohn-Sham gap (spin up / spin down), eV: 7.634 / 6.491
Spin multiplicity: 3
Net charge: +2

Record 2
Entry from the Open Molecules 2025 dataset: one molecule with the formula C27H34N4O5S at a distorted geometry (ωB97M-V with the def2-TZVPD basis set).

Structure (XYZ):
```
71
Properties=species:S:1:pos:R:3:forces:R:3
C 4.824 0.640 6.090 -0.24 -0.07 -0.42
C 3.721 0.689 5.043 -0.04 0.27 0.63
O 4.215 0.026 3.892 0.05 -0.09 -0.15
C 3.490 -0.088 2.753 0.01 -0.10 -0.26
C 4.156 -0.751 1.721 -0.12 0.17 0.27
C 3.573 -0.973 0.494 -0.30 0.03 -0.04
C 2.275 -0.529 0.263 0.42 0.05 0.55
C 1.628 -0.745 -1.022 -1.10 -0.23 -0.49
N 2.396 -0.854 -2.095 0.78 -0.02 0.83
N 1.921 -0.829 -3.299 -0.27 0.32 -1.18
C 0.631 -0.531 -3.414 -0.20 -0.24 0.46
S 0.035 -0.027 -4.979 -0.14 0.04 -0.51
C -1.628 0.512 -4.467 0.33 -0.37 0.02
C -1.618 1.538 -3.334 0.06 -0.21 -0.55
O -2.507 1.546 -2.506 -0.38 0.09 0.28
N -0.599 2.406 -3.387 0.37 0.31 -0.12
C -0.307 3.448 -2.401 -0.16 0.18 0.28
C 0.954 4.168 -2.872 -0.21 -0.16 0.05
C -1.486 4.421 -2.330 0.10 -0.14 0.03
C -0.066 2.798 -1.035 -0.04 0.04 -0.19
N -0.243 -0.630 -2.429 -0.15 -0.16 0.17
C 0.216 -0.860 -1.209 0.98 0.15 -0.41
C -0.735 -1.254 -0.183 -0.37 -0.19 0.58
C -0.376 -2.092 0.866 -0.08 0.12 -0.39
C -1.306 -2.428 1.834 -0.19 -0.07 0.22
C -2.600 -1.928 1.788 -0.17 0.17 -0.12
O -3.573 -2.149 2.706 0.07 0.22 -0.38
C -3.362 -3.074 3.753 0.05 -0.42 0.27
C -3.468 -4.523 3.287 0.03 0.42 -0.03
C -2.975 -1.089 0.708 -0.08 -0.13 0.18
O -4.257 -0.648 0.725 0.22 -0.25 0.29
C -4.709 0.120 -0.368 -0.07 0.18 -0.21
C -2.048 -0.776 -0.266 -0.04 0.02 0.12
C 1.605 0.159 1.275 0.21 0.05 -0.10
C 2.180 0.378 2.515 -0.04 0.08 0.21
O 1.519 1.032 3.528 0.47 -0.20 -0.13
C 0.178 1.405 3.324 -0.22 0.05 -0.03
H 5.716 1.135 5.715 0.11 0.07 0.01
H 4.494 1.138 6.997 -0.02 0.05 0.11
H 5.073 -0.393 6.320 0.04 -0.09 0.07
H 2.821 0.187 5.415 0.11 0.11 -0.09
H 3.469 1.728 4.804 -0.01 -0.18 0.02
H 5.158 -1.093 1.927 0.12 -0.04 0.05
H 4.102 -1.492 -0.288 0.08 -0.05 -0.06
H -2.203 -0.358 -4.152 -0.03 0.20 0.04
H -2.084 0.948 -5.357 0.01 -0.01 -0.02
H 0.085 2.273 -4.119 -0.10 -0.10 0.08
H 1.791 3.475 -2.935 0.12 -0.07 -0.01
H 1.216 4.957 -2.172 0.02 0.07 0.07
H 0.795 4.617 -3.851 0.00 0.07 -0.12
H -1.655 4.879 -3.302 -0.01 0.08 -0.10
H -2.385 3.890 -2.034 -0.07 0.02 0.03
H -1.282 5.204 -1.605 0.04 0.13 0.09
H 0.786 2.121 -1.082 0.12 -0.06 0.01
H 0.140 3.561 -0.289 0.04 0.11 0.11
H -0.946 2.236 -0.733 -0.08 -0.06 0.09
H 0.620 -2.502 0.920 0.08 0.00 0.05
H -1.000 -3.086 2.632 -0.04 -0.08 0.09
H -2.400 -2.891 4.248 -0.11 0.05 -0.03
H -4.162 -2.856 4.467 0.18 -0.01 -0.04
H -3.360 -5.191 4.137 0.02 -0.10 0.08
H -4.438 -4.689 2.826 -0.08 -0.05 -0.03
H -2.697 -4.754 2.555 0.05 -0.08 -0.04
H -4.663 -0.450 -1.301 0.04 0.02 0.01
H -5.745 0.366 -0.143 0.05 -0.01 -0.05
H -4.131 1.039 -0.492 0.01 -0.04 0.00
H -2.307 -0.138 -1.094 -0.11 0.11 -0.10
H 0.616 0.535 1.074 -0.10 0.04 0.07
H -0.450 0.543 3.074 0.01 0.01 -0.02
H -0.149 1.829 4.273 -0.05 -0.01 -0.09
H 0.082 2.163 2.540 -0.01 -0.03 0.00
```
Forces are in eV/Å.

Properties
HOMO energy, eV: -7.62
SMILES: CCOc1ccc(-c2nnc(SCC(=O)NC(C)(C)C)nc2-c2ccc(OCC)c(OC)c2)cc1OC
Kohn-Sham gap, eV: 7.589
Net charge: 0

Record 3
Entry from the Open Molecules 2025 dataset: a 3-piece molecular cluster, C27H34N4O8 overall at a distorted geometry (ωB97M-V with the def2-TZVPD basis set).

Structure (XYZ):
```
73
Properties=species:S:1:pos:R:3:forces:R:3
C -0.041 -2.218 -0.375 0.35 0.58 0.37
C 1.337 -2.009 -1.045 -0.47 -0.69 0.43
O 2.069 -3.240 -0.906 0.33 0.20 -0.03
C 1.210 -1.672 -2.538 -0.91 0.31 1.32
N 0.644 -0.317 -2.648 0.71 0.06 -0.50
C 1.252 0.525 -3.664 -0.67 0.34 -0.02
C 1.993 1.788 -3.117 -0.57 -0.54 -0.28
O 2.468 1.661 -1.749 -0.24 0.08 -0.63
C 1.720 2.467 -0.937 -0.59 -1.37 -0.39
C 2.069 3.681 -0.615 -0.39 1.48 0.44
C 1.088 4.438 0.262 -0.43 -1.03 -1.64
O 1.448 5.141 1.145 0.54 1.42 1.33
C -0.365 4.178 -0.063 0.44 1.17 0.24
C -0.719 2.963 -0.390 -0.24 -1.19 -0.44
C -2.126 2.575 -0.777 0.85 -0.83 0.30
C -2.657 1.303 -0.092 -1.35 0.12 0.02
C -4.183 1.175 -0.429 1.01 -0.04 -0.38
C -4.560 -0.179 -1.053 -1.39 0.80 0.19
N -5.938 -0.102 -1.611 0.27 0.02 0.16
C 0.402 1.941 -0.370 -0.08 1.71 -1.01
O 0.268 0.864 0.089 0.00 -1.91 0.80
H -0.819 -1.592 -0.827 0.04 -0.22 -0.01
H -0.334 -3.269 -0.351 0.08 0.18 -0.41
H 0.035 -1.885 0.668 -0.10 -0.09 -0.12
H 1.853 -1.216 -0.493 0.04 0.10 -0.46
H 2.708 -3.124 -0.195 -0.10 -0.10 -0.16
H 0.481 -2.388 -2.944 0.57 -0.17 -0.33
H 2.191 -1.722 -3.010 -0.17 -0.09 -0.11
H -0.361 -0.326 -2.731 0.09 -0.16 -0.08
H 1.896 -0.039 -4.349 0.08 -0.01 0.30
H 0.432 0.909 -4.292 0.36 0.09 -0.08
H 2.809 2.020 -3.808 0.19 0.06 0.47
H 1.286 2.623 -3.148 0.19 0.02 0.02
H 2.982 4.137 -0.981 0.00 0.10 0.31
H -1.122 4.958 -0.033 0.37 0.22 0.34
H -2.793 3.418 -0.579 0.06 -0.06 -0.12
H -2.102 2.361 -1.856 -0.22 0.24 0.08
H -2.554 1.348 0.996 0.29 0.06 -0.16
H -2.158 0.393 -0.433 0.19 0.27 0.04
H -4.431 1.940 -1.181 0.02 -0.11 0.10
H -4.786 1.433 0.450 -0.04 -0.32 -0.10
H -3.906 -0.426 -1.894 0.18 -0.08 0.32
H -4.573 -0.985 -0.315 0.33 0.25 -0.28
H -6.557 0.199 -0.862 -0.04 -0.15 -0.08
H -5.956 0.670 -2.274 -0.06 -0.15 -0.05
O 8.866 0.690 1.918 -0.17 -0.01 -0.16
N 7.982 0.631 1.082 0.20 -0.15 -0.02
O 8.012 -0.078 0.093 -0.01 0.13 0.19
C 6.796 1.477 1.281 -0.25 0.19 0.03
C 6.743 2.323 2.376 0.11 0.11 0.22
C 5.634 3.136 2.549 -0.07 -0.05 -0.12
C 4.591 3.094 1.632 -0.03 0.02 0.01
C 4.653 2.235 0.542 0.47 0.00 0.43
C 5.761 1.421 0.363 -0.06 -0.08 -0.18
H 7.552 2.358 3.092 0.07 -0.11 -0.11
H 5.583 3.805 3.397 0.03 -0.03 -0.01
H 3.727 3.735 1.766 0.02 -0.01 0.00
H 3.851 2.199 -0.161 0.07 -0.17 -0.14
H 5.806 0.756 -0.488 0.13 -0.03 0.07
O -3.899 -2.960 -0.142 0.23 -0.47 0.18
N -3.309 -3.849 0.449 0.09 0.06 -0.23
O -2.352 -4.455 0.007 -0.28 0.04 0.09
C -3.791 -4.216 1.788 -0.12 -0.07 0.30
C -4.901 -3.573 2.308 -0.19 0.18 -0.03
C -5.366 -3.937 3.561 0.10 -0.10 0.04
C -4.719 -4.932 4.281 0.00 -0.01 0.02
C -3.600 -5.562 3.751 -0.12 0.09 0.01
C -3.132 -5.205 2.497 0.20 -0.19 0.01
H -5.408 -2.798 1.750 0.11 -0.05 -0.12
H -6.237 -3.446 3.976 0.02 0.01 -0.03
H -5.087 -5.218 5.258 0.01 0.01 -0.02
H -3.096 -6.335 4.315 0.01 0.01 -0.04
H -2.263 -5.699 2.087 -0.04 0.10 -0.13
```
Forces are in eV/Å.

Properties
HOMO energy, eV: -8.81
SMILES: C[C@@H](O)CNCCOC1=CC(=O)C=C(CCCCN)C1=O.O=[N+]([O-])c1ccccc1.O=[N+]([O-])c1ccccc1
Kohn-Sham gap, eV: 8.210
Net charge: 0